(one)
The following is a DFT calculation (ωB97M-V/def2-TZVPD) of a cluster of 13 separate species, C13H52O13 in total.

Last column: Mulliken charge in e.
Element x y z (Å)
C1 0.3565 0.0087 -3.4215  -0.6867
O1 1.3791 0.1026 -2.4696  -0.5241
H1 -0.6132 -0.0720 -2.9303  0.1585
H2 0.3423 0.8895 -4.0634  0.2623
H3 0.5408 -0.8639 -4.0482  0.3196
H4 0.9803 0.4638 -1.6745  0.3052
C2 0.5887 -3.8297 0.7429  0.1509
O2 0.3886 -4.9553 1.6064  -0.6045
H5 -0.2577 -3.1447 0.7920  -0.0396
H6 1.4674 -3.2445 1.0142  0.0329
H7 0.6528 -4.1814 -0.2868  0.1152
H8 0.6353 -4.7280 2.5058  0.3257
C3 -0.6691 4.3054 -2.6804  -0.1727
O3 -1.1528 4.3288 -4.0358  -0.5323
H9 -1.0927 5.0743 -2.0343  0.2835
H10 -0.7488 3.3157 -2.2308  -0.1035
H11 0.4100 4.4272 -2.7740  0.2659
H12 -0.9170 5.2091 -4.3376  0.3077
C4 -0.6508 0.0514 0.1409  0.0999
O4 0.0577 1.1726 -0.3717  0.2935
H13 -1.7184 0.2497 0.0455  0.2489
H14 -0.4727 -0.9122 -0.3364  -0.1397
H15 -0.4196 -0.1127 1.1933  -0.2767
H16 -0.4197 1.9726 -0.1402  -0.2123
C5 -2.6508 3.2308 0.2868  -0.6803
O5 -1.2709 3.6216 0.2819  -0.4982
H17 -3.2514 3.9113 -0.3167  0.3353
H18 -2.7404 2.2424 -0.1639  0.2201
H19 -3.0600 3.2790 1.2960  0.3013
H20 -1.2273 4.4307 0.7968  0.2769
C6 -4.1244 -3.1743 -0.6067  -0.9177
O6 -3.1280 -2.1601 -0.8263  -0.2573
H21 -4.3581 -3.4489 -1.6354  0.3695
H22 -3.7840 -4.0515 -0.0565  0.2794
H23 -5.0205 -2.7266 -0.1769  0.3105
H24 -3.5442 -1.4417 -1.3084  0.2141
C7 3.2391 -2.7878 -1.8150  -0.7588
O7 2.8135 -1.7371 -1.0110  -0.4492
H25 3.9879 -2.4800 -2.5448  0.3193
H26 3.5743 -3.7200 -1.3602  0.3032
H27 2.3492 -3.1524 -2.3281  0.1896
H28 2.2901 -1.0737 -1.4667  0.5114
C8 2.2213 3.4272 1.9972  0.0156
O8 2.3072 4.3066 3.1131  -0.5780
H29 2.9387 3.7321 1.2353  0.2227
H30 2.6077 2.4635 2.3287  0.1106
H31 1.2368 3.3345 1.5385  -0.0899
H32 1.9547 3.8531 3.8822  0.3062
C9 -1.1439 -3.3371 -2.9763  -0.3002
O9 -0.6096 -3.6025 -4.2784  -0.5592
H33 -1.7707 -4.1235 -2.5559  0.3586
H34 -0.3694 -3.1521 -2.2319  -0.1036
H35 -1.7398 -2.4272 -3.0474  0.2376
H36 -1.3160 -3.3875 -4.8919  0.3243
C10 2.3700 -0.7754 2.5862  -0.4234
O10 1.5237 -1.0082 3.6772  -0.5546
H37 3.0586 0.0555 2.7397  0.3604
H38 2.9301 -1.6547 2.2681  0.3553
H39 1.8898 -0.4605 1.6596  -0.1181
H40 0.9511 -0.2439 3.7747  0.4232
C11 -2.4436 -2.8550 2.8839  -0.0667
O11 -3.1865 -2.9265 4.0321  -0.5451
H41 -1.7861 -1.9956 2.7521  -0.0003
H42 -1.7669 -3.7072 2.9466  0.2430
H43 -2.9486 -2.9966 1.9284  0.0645
H44 -3.3472 -3.8632 4.1678  0.3519
C12 -0.8236 1.7930 3.4091  -0.3145
O12 0.0762 1.1450 4.3481  -0.5672
H45 -0.2856 2.3620 2.6509  -0.0164
H46 -1.4612 1.0640 2.9090  0.2328
H47 -1.5283 2.4583 3.9080  0.4076
H48 0.5187 1.8666 4.8009  0.2815
C13 3.4618 2.3776 -1.5949  0.0323
O13 4.2804 3.4126 -1.0084  -0.5701
H49 3.4163 2.5825 -2.6645  0.2710
H50 3.7711 1.3518 -1.3945  0.2086
H51 2.4653 2.4066 -1.1541  -0.2490
H52 3.7866 4.2356 -0.9894  0.3021

As for the frontier orbital gap: 9.50 eV. Its total charge is 0.

(two)
The following is a DFT calculation (ωB97M-V/def2-TZVPD) of a cluster of 13 separate species, C13H52O13 in total.

Last column: Mulliken charge in e.
Element x y z (Å)
C1 0.5673 -0.1856 0.1881  0.6679
O1 0.3709 0.1621 -1.1777  -0.2597
H1 1.5818 -0.0450 0.5611  -0.0279
H2 -0.0992 0.3133 0.8917  -0.3140
H3 0.2912 -1.2315 0.3221  -0.1577
H4 -0.3134 -0.3967 -1.5534  0.2944
C2 2.0858 1.3753 4.7441  -0.7765
O2 1.9212 0.3821 3.6970  -0.5307
H5 1.2334 1.2286 5.4074  0.2835
H6 2.9825 1.0727 5.2849  0.3570
H7 2.1723 2.3835 4.3391  0.2692
H8 2.7171 0.2962 3.1671  0.5033
C3 -1.9580 1.3486 4.1566  -0.9212
O3 -1.0577 1.0906 3.0921  -0.2758
H9 -1.9496 2.2783 4.7254  0.2705
H10 -2.9811 1.3182 3.7819  0.3390
H11 -1.7783 0.4888 4.8021  0.3755
H12 -0.2605 0.7337 3.4903  0.1634
C4 -2.1106 1.9743 -3.8393  -0.1477
O4 -2.8467 3.1567 -3.5663  -0.5890
H13 -2.6671 1.0408 -3.7555  0.0701
H14 -1.7319 1.9272 -4.8603  0.3203
H15 -1.2530 1.9052 -3.1701  0.0634
H16 -2.5507 3.4810 -2.7126  0.3327
C5 -0.2622 -3.9772 -0.5846  -0.7212
O5 -1.4946 -3.3407 -0.1904  -0.5415
H17 0.6175 -3.3505 -0.4386  0.1913
H18 -0.1946 -4.9214 -0.0441  0.4301
H19 -0.2291 -4.3328 -1.6144  0.2348
H20 -1.6865 -3.6687 0.6912  0.2846
C6 -2.8396 3.6261 1.8400  -0.6156
O6 -1.4843 3.2693 1.5236  -0.4603
H21 -2.7494 4.1271 2.8038  0.3028
H22 -3.2170 4.3387 1.1066  0.2516
H23 -3.4599 2.7496 2.0276  0.1749
H24 -1.3958 2.4772 2.0587  0.4207
C7 4.6097 1.6234 2.0447  -0.6816
O7 4.1131 0.2791 2.3221  -0.6035
H25 4.0591 2.1358 1.2559  0.2776
H26 4.6381 2.1725 2.9859  0.3083
H27 5.6335 1.5618 1.6757  0.3259
H28 4.1840 -0.2468 1.5221  0.2180
C8 4.5996 -0.8886 -0.9246  -0.3912
O8 4.5788 -1.7450 0.1648  -0.6070
H29 3.6551 -0.3473 -0.9795  -0.1420
H30 5.4004 -0.1622 -0.7859  0.3079
H31 4.8694 -1.3822 -1.8582  0.4674
H32 4.9445 -2.5730 -0.1551  0.3315
C9 -1.9031 -2.7394 3.0778  -0.3300
O9 -2.3945 -3.9845 2.5331  -0.5861
H33 -2.6814 -2.1989 3.6166  0.3304
H34 -1.1504 -2.8300 3.8610  0.3107
H35 -1.6557 -2.1077 2.2247  -0.0323
H36 -2.9343 -4.3754 3.2241  0.3086
C10 0.2949 -0.9393 -4.8528  -0.3995
O10 1.4446 -0.4642 -5.5511  -0.5418
H37 0.5272 -1.1933 -3.8186  0.2082
H38 -0.5886 -0.3054 -4.9286  0.0218
H39 0.0621 -1.8985 -5.3153  0.3761
H40 2.0450 -1.2112 -5.4952  0.3143
C11 -3.1335 0.6420 0.2120  -0.1219
O11 -4.0219 -0.1589 -0.5857  -0.5360
H41 -2.5475 -0.1412 0.6930  -0.2702
H42 -2.4891 1.2010 -0.4665  0.1397
H43 -3.8367 1.1403 0.8793  0.4712
H44 -4.7014 0.4655 -0.8506  0.3002
C12 3.0116 1.5216 -2.9204  -0.5257
O12 1.8947 2.0230 -2.2844  -0.4955
H45 2.7944 0.5263 -3.3079  0.2031
H46 3.3321 2.1592 -3.7444  0.3212
H47 3.9214 1.4536 -2.3239  0.1950
H48 1.4055 1.3016 -1.8819  0.4243
C13 -2.8680 -1.8430 -3.0220  -0.9360
O13 -1.6916 -1.4826 -2.2810  -0.2457
H49 -3.3801 -2.6793 -2.5462  0.3175
H50 -3.7102 -1.1655 -3.1631  0.2685
H51 -2.6275 -2.2728 -3.9943  0.3603
H52 -1.6736 -1.9653 -1.4514  0.0766

As for the frontier orbital gap: 9.59 eV. Its total charge is 0.

(three)
The following is a DFT calculation (ωB97M-V/def2-TZVPD) of a structure of composition C13H52O13.

Last column: Mulliken charge in e.
Element x y z (Å)
C1 -1.4315 -2.7366 1.4762  -1.0770
O1 -0.6114 -2.1903 0.5419  -1.0235
H1 -1.0184 -3.7093 1.7434  0.2642
H2 -1.5175 -2.0990 2.3561  0.2646
H3 -2.3743 -3.0448 1.0245  0.5333
H4 -1.1093 -1.8435 -0.2020  -1.0758
C2 0.6755 0.6957 2.9764  -1.0434
O2 -0.2877 -0.2679 2.6213  -0.7228
H5 1.4566 0.1780 3.5332  0.3790
H6 1.1383 1.1763 2.1145  0.1593
H7 0.2372 1.4279 3.6546  0.3582
H8 0.1890 -1.0845 2.4552  0.5032
C3 0.9867 0.9333 -0.3126  1.1058
O3 0.6423 -0.3777 -0.0566  2.0105
H9 0.7446 1.2113 -1.3384  -0.3742
H10 0.5446 1.6454 0.3842  -0.4120
H11 2.0722 0.9360 -0.2141  0.7313
H12 -0.3105 -0.4008 -0.1715  -1.5627
C4 1.8089 4.2441 0.7078  -1.3941
O4 0.9954 3.2280 0.1617  -0.5100
H13 2.8510 3.9287 0.7592  0.2913
H14 1.6696 5.1626 0.1377  0.2653
H15 1.5414 4.5156 1.7289  0.3732
H16 1.4005 3.0416 -0.6884  0.2627
C5 0.6523 -2.6457 -1.5832  -0.3963
O5 1.4940 -1.9912 -2.4649  -0.5612
H17 1.1986 -3.4263 -1.0539  0.4916
H18 0.2527 -1.9725 -0.8248  1.1391
H19 -0.2618 -3.1123 -1.9504  0.2886
H20 0.9197 -1.5548 -3.0985  0.4411
C6 2.6712 2.0180 -2.1671  -0.3950
O6 2.0213 3.1428 -1.6353  -0.3401
H21 3.3989 1.5775 -1.4855  0.2744
H22 2.0223 1.1901 -2.4525  0.0922
H23 3.2099 2.2662 -3.0816  0.4640
H24 2.1339 3.8065 -2.3197  0.4188
C7 -0.6057 3.1221 -1.8633  -0.5316
O7 -1.7542 3.2644 -2.7085  -0.5766
H25 -0.0877 4.0636 -1.6804  0.4413
H26 -0.9343 2.7644 -0.8876  0.5879
H27 0.0788 2.4038 -2.3145  0.0537
H28 -2.1449 4.1005 -2.4440  0.3785
O8 -0.4871 2.9396 1.7023  -0.8703
H29 0.1712 3.1427 1.0377  0.9507
H30 -0.7647 2.0462 1.5000  0.6551
O9 2.6917 -0.6962 -1.2637  -0.9481
H31 2.0492 -0.4456 -0.5999  -0.5790
H32 2.2651 -1.3956 -1.7587  0.7271
O10 -1.0426 0.0409 -2.1000  -0.3815
H33 -1.6474 0.6592 -2.5100  0.4354
H34 -0.4859 -0.2619 -2.8174  0.2208
C8 -3.0946 0.0289 2.1256  -1.5739
C9 -2.3128 0.3916 0.8671  -0.1957
O11 -1.1736 1.1010 1.2753  -0.7373
H35 -2.5745 -0.5977 2.8501  0.3159
H36 -4.0044 -0.4823 1.8110  0.4027
H37 -3.3233 0.9998 2.5652  0.4311
H38 -2.9054 1.0783 0.2626  0.5605
H39 -2.1315 -0.5018 0.2696  0.4698
H40 -0.7503 0.5535 1.9406  0.7795
C10 -3.3245 -3.1787 -1.2307  -1.5378
C11 -2.3762 -2.2860 -1.9239  -0.1229
O12 -1.7899 -1.4406 -1.0017  -1.0096
H41 -3.8549 -2.7056 -0.4043  0.2882
H42 -2.7695 -3.9363 -0.6775  0.3536
H43 -4.0407 -3.7252 -1.8443  0.4904
H44 -2.9261 -1.6672 -2.6331  0.2954
H45 -1.6234 -2.7028 -2.5929  0.4478
H46 -1.3054 -0.7478 -1.4566  -0.6292
C12 2.9841 -2.4115 2.4039  -1.8253
C13 1.8117 -1.9679 1.4728  1.0466
O13 0.5910 -2.2419 2.1732  -0.8807
H47 3.1829 -1.6618 3.1697  0.2867
H48 3.9255 -2.4496 1.8559  0.4268
H49 2.8036 -3.3908 2.8472  0.3651
H50 1.8979 -2.4786 0.5137  -0.1340
H51 1.9086 -0.9052 1.2504  -0.1485
H52 -0.1319 -2.2904 1.5433  1.0479

As for the frontier orbital gap: 6.48 eV. Its total charge is 0.

Stability verdict: (two), ahead by 0.254 eV